# 1
This record from the Open Molecules 2025 dataset describes N4O12Pd as an isolated structure at a distorted geometry. The level of theory is ωB97M-V/def2-TZVPD.

## Properties
Total charge: -2
Gap between HOMO and LUMO (alpha / beta), eV: 6.18 / 4.62
Multiplicity: 3
LUMO energy (alpha / beta), eV: 5.271 / 3.708
Energy above the lowest of the compared OMol25 structures with the same formula, charge and spin, eV: 0.000
⟨S²⟩: 2.004

Positions of all 17 atoms, in Å:
O -3.596 -0.541 0.992
N -0.273 2.783 2.116
O 1.836 0.217 -0.414
O 0.310 -4.023 -2.259
O -2.070 -1.545 -0.416
O -1.212 2.696 2.861
N -2.462 -0.707 0.592
O -1.498 -0.227 1.186
Pd -0.074 -0.889 -0.474
O 1.122 1.681 -1.724
N 2.030 1.265 -1.189
O 3.142 1.615 -1.288
O 0.850 -1.846 -2.045
O 0.690 -3.232 -0.269
O -0.091 2.286 1.149
O 0.684 3.600 2.780
N 0.613 -3.132 -1.598

Atom charges from the Löwdin analysis, given in e for atoms 1 to 5: number 1, O, carries 0.052; number 2, N, carries -0.672; number 3, O, carries -0.196; number 4, O, carries 0.104; number 5, O, carries -0.207



# 2
This record from the Open Molecules 2025 dataset describes a 2-piece molecular cluster, CH3NO2P overall at a distorted geometry. The level of theory is ωB97M-V/def2-TZVPD.

## Properties
Total charge: -1
Gap between HOMO and LUMO, eV: 8.95
LUMO energy, eV: 4.609
Energy above the lowest of the compared OMol25 structures with the same formula, charge and spin, eV: 1.083

Positions of all 8 atoms, in Å:
H -0.844 -0.759 0.299
N 0.139 -0.953 0.005
C 1.108 -0.405 -0.700
P -2.475 0.534 0.219
H 0.883 0.659 -1.219
H 0.429 -1.783 0.442
O -3.442 0.943 -0.789
O -2.677 -0.950 0.581

Atom charges from the Löwdin analysis, given in e for atoms 1 to 5: number 1, H, carries -0.059; number 2, N, carries -0.076; number 3, C, carries -0.145; number 4, P, carries 0.417; number 5, H, carries -0.015



# 3
This record from the Open Molecules 2025 dataset describes an isolated ion of composition C2H6N3O3S and charge +1 at a distorted geometry. The level of theory is ωB97M-V/def2-TZVPD.

## Properties
Total charge: +1
Gap between HOMO and LUMO, eV: 10.45
LUMO energy, eV: -4.096
Energy above the lowest of the compared OMol25 structures with the same formula, charge and spin, eV: 0.591

Positions of all 15 atoms, in Å:
H 1.269 -0.530 -1.071
N -0.410 -1.794 0.351
O 1.503 1.727 -2.524
O 2.606 1.517 -0.206
H 0.254 -2.485 -0.099
H 2.331 3.566 -0.258
N -1.636 0.169 0.048
N 0.404 -0.092 -1.076
S 0.317 1.576 -1.837
H -1.369 1.142 -0.144
C 1.941 2.511 -0.231
C -0.580 -0.627 -0.207
H -1.094 -2.350 0.897
H -2.098 0.090 0.923
O 0.617 2.561 -0.399

Atom charges from the Löwdin analysis, given in e for atoms 1 to 5: number 1, H, carries 0.084; number 2, N, carries 0.211; number 3, O, carries -0.322; number 4, O, carries 0.092; number 5, H, carries 0.178



# 4
This record from the Open Molecules 2025 dataset describes a 2-piece molecular cluster, C4H8S2 overall at a distorted geometry. The level of theory is ωB97M-V/def2-TZVPD.

## Properties
Gap between HOMO and LUMO, eV: 8.66
LUMO energy, eV: 0.073
Energy above the lowest of the compared OMol25 structures with the same formula, charge and spin, eV: 3.350

Positions of all 14 atoms, in Å:
H 1.424 -0.626 1.794
H -0.211 0.015 2.060
H -0.692 -1.363 0.181
C 3.747 0.488 -0.840
S 1.307 -1.643 -0.901
H 0.553 1.064 -1.144
C -0.397 0.554 -0.803
H 2.283 -1.500 0.045
H -0.906 0.274 -1.642
S 5.001 0.253 -0.095
H 1.034 0.974 1.120
H -1.112 1.064 -0.080
C 0.628 -0.056 1.292
C 0.010 -0.616 0.049

Atom charges from the Löwdin analysis, given in e for atoms 1 to 5: number 1, H, carries 0.060; number 2, H, carries 0.100; number 3, H, carries 0.048; number 4, C, carries -0.668; number 5, S, carries 0.652



# 5
This record from the Open Molecules 2025 dataset describes a 9-piece molecular cluster, C18H54O9 overall at a distorted geometry. The level of theory is ωB97M-V/def2-TZVPD.

## Properties
SMILES string: CCO.CCO.CCO.CCO.CCO.CCO.CCO.CCO.CCO
Gap between HOMO and LUMO, eV: 10.16
LUMO energy, eV: 0.567
Energy above the lowest of the compared OMol25 structures with the same formula, charge and spin, eV: 4.581

Positions of all 81 atoms, in Å:
H -0.386 -1.972 -1.380
H -2.261 0.014 3.208
C -3.350 0.763 5.645
C 2.389 4.412 -2.298
H 0.528 0.049 -1.384
H 2.293 -1.948 -1.962
H -3.231 1.160 6.658
H 0.865 4.939 2.536
H -4.307 -1.403 -1.664
H 4.000 0.132 3.366
H 0.266 2.527 -6.493
O 1.751 1.258 -5.888
H -5.235 0.805 1.026
H -4.360 1.078 5.384
H 3.464 4.607 -2.230
C 0.227 -0.380 -0.424
H 0.882 4.249 5.019
H 1.282 -2.504 4.763
C -4.417 -1.846 -0.676
H 2.423 0.080 2.572
H 3.523 -2.705 -2.924
H -1.137 1.143 -0.775
H -1.316 1.290 4.927
H 2.455 1.661 -6.405
C -0.576 -5.486 -1.383
H 1.102 -0.571 0.201
H -0.062 -2.924 -4.665
H 2.182 -3.743 -2.319
C -0.202 1.741 -4.575
H 2.316 4.521 -0.090
H 1.362 3.186 -5.265
C 2.457 -2.751 -2.675
O -5.314 0.129 0.350
H -1.428 -6.690 -2.988
H 2.414 2.924 -0.728
C 0.811 2.289 -5.566
C 2.506 -1.033 4.389
H 2.032 -1.736 -4.534
H 3.246 -1.577 4.982
O -0.605 -1.512 -0.560
H -4.401 -1.486 1.413
H -0.910 -4.629 -1.973
C 0.941 3.928 2.927
H -3.572 -2.550 -0.687
O 1.356 -1.818 4.097
H 0.907 3.847 -0.778
H -0.827 2.540 -4.185
H 2.229 3.620 -3.039
O 0.355 -2.829 -3.801
O -2.614 -6.819 -1.266
H 0.498 -5.615 -1.503
H 2.154 -3.420 -4.710
H -1.500 0.504 0.666
C 1.987 3.907 -0.934
H -3.178 -0.311 5.713
C 3.157 -0.515 3.119
H -2.908 -7.730 -1.322
H 2.107 5.883 -3.532
H 3.383 4.098 4.941
H -0.067 1.663 0.483
C -0.600 0.789 0.119
O -2.557 0.921 3.328
O 2.843 4.492 4.250
H 2.167 -0.164 4.969
H 3.520 -1.309 2.466
H -0.781 0.940 -5.041
C 1.576 3.812 4.295
C 1.751 -2.668 -4.024
H -2.550 2.459 4.655
C -4.322 -0.903 0.494
H 1.514 3.300 2.236
H -0.741 -7.581 -1.661
C -1.357 -6.696 -1.893
H -5.233 -2.566 -0.603
H 0.264 1.177 -3.761
H -0.747 -5.218 -0.341
H 1.793 2.761 4.500
H -3.419 -0.291 0.485
C -2.373 1.378 4.636
O 1.602 5.489 -2.816
H -0.035 3.434 2.906

Atom charges from the Löwdin analysis, given in e for atoms 1 to 5: number 1, H, carries 0.061; number 2, H, carries 0.086; number 3, C, carries -0.085; number 4, C, carries -0.320; number 5, H, carries 0.095



# 6
This record from the Open Molecules 2025 dataset describes H19O10 as an isolated structure at a distorted geometry. The level of theory is ωB97M-V/def2-TZVPD.

## Properties
Total charge: -1
Gap between HOMO and LUMO, eV: 8.77
LUMO energy, eV: 2.718
Energy above the lowest of the compared OMol25 structures with the same formula, charge and spin, eV: 1.514

Positions of all 29 atoms, in Å:
H -1.145 0.909 0.869
H 0.518 -1.849 0.002
H -2.168 3.269 -2.556
O -2.836 -0.570 -1.257
H 2.589 -1.749 -0.675
H -2.290 -0.897 -1.978
O 0.025 1.620 -3.736
H 2.499 -0.515 -1.621
H 2.440 -1.683 2.003
O 1.717 2.931 1.122
O 0.398 0.480 1.273
H 0.553 -0.779 1.176
H -1.151 -2.756 1.779
H -0.051 1.259 -2.844
O 2.979 -2.442 2.298
O -1.995 1.374 0.592
H 1.488 1.967 1.082
H -2.237 -0.058 -0.686
O 1.017 -1.812 0.826
O 2.323 -1.457 -1.553
H -1.795 2.306 0.726
H 3.015 -3.013 1.529
O -1.476 -2.785 2.689
H 0.611 0.734 0.366
O -2.109 2.492 -1.997
H -2.935 2.027 -1.829
H -0.903 1.801 -3.918
H -0.979 -2.047 3.063
H 2.145 2.867 1.987

Atom charges from the Löwdin analysis, given in e for atoms 1 to 5: number 1, H, carries -0.005; number 2, H, carries -0.003; number 3, H, carries 0.040; number 4, O, carries -0.071; number 5, H, carries 0.010



# 7
This record from the Open Molecules 2025 dataset describes C15H37CrN5O15S2V2 as an isolated structure at a distorted geometry. The level of theory is ωB97M-V/def2-TZVPD.

## Properties
Total charge: +1
Gap between HOMO and LUMO (alpha / beta), eV: 2.64 / 2.60
Multiplicity: 10
LUMO energy (alpha / beta), eV: -5.462 / -5.481
Energy above the lowest of the compared OMol25 structures with the same formula, charge and spin, eV: 7.086
⟨S²⟩: 24.785

Positions of all 77 atoms, in Å:
H -5.492 1.620 -3.290
H -3.697 -0.800 -0.596
H -4.399 2.600 -2.170
H -3.668 -1.835 5.167
C -4.509 -1.163 4.995
O 0.267 -4.333 0.097
H 4.399 -1.531 4.475
H 2.521 -1.394 1.795
H -4.514 -0.248 5.588
H 4.752 -3.152 4.645
C -5.031 1.723 -2.308
O -6.685 -0.453 3.234
O 6.372 -2.705 2.335
H 5.873 -0.052 -2.918
H -3.182 0.850 -0.274
H 0.174 5.265 1.576
C 1.468 3.763 -0.333
C 0.940 5.695 -1.813
H 2.140 3.491 -1.162
C 3.805 -0.614 -1.621
H -4.885 0.475 -0.207
H -5.717 2.050 -1.526
O 1.223 2.904 0.555
O -0.214 -0.909 -1.184
H 2.665 -2.856 1.017
N 4.091 -2.620 2.694
H 2.422 0.646 -4.285
O -0.365 -1.845 0.986
H 0.348 4.977 -2.381
O -2.080 -2.898 -1.000
H 5.147 -2.715 0.827
H -0.035 6.519 0.487
C -5.550 -0.293 2.925
O 1.262 -0.075 0.597
O 2.418 -4.455 -0.912
O 0.505 -3.439 -2.074
C -0.036 5.430 0.519
H -5.166 0.231 2.036
N 0.983 5.038 -0.480
S -0.024 -0.611 0.279
V -1.462 -3.521 1.011
H -3.488 0.446 -4.148
C -3.962 0.248 -0.741
H -2.595 0.403 3.909
C 5.119 0.671 -3.230
H -3.191 0.199 2.223
C 4.037 -2.503 4.139
C 5.250 -2.719 1.923
H 3.021 -2.506 4.535
H 2.753 -0.839 -1.386
C 2.694 0.896 -3.259
O 1.101 -5.717 -1.742
O 0.125 -1.361 -3.905
O -0.783 0.458 0.775
H 0.365 6.621 -1.842
C -3.311 0.054 -3.135
H -2.453 -1.137 3.103
H 4.984 0.535 -4.303
H 1.777 0.683 -2.710
N -4.113 0.512 -2.223
H 2.013 -2.870 2.629
O 4.788 -0.971 -1.040
O -2.588 -0.905 -2.944
V 0.577 1.423 1.978
H 5.436 1.713 -3.236
H -1.083 5.174 0.359
S 1.016 -4.407 -1.124
H 0.909 -1.018 -4.375
H 1.929 5.882 -2.231
N 3.881 0.226 -2.692
N -4.478 -0.570 3.668
C -3.095 -0.263 3.206
C 2.793 -2.427 2.011
H -5.447 -1.680 5.198
H 2.908 1.962 -3.183
Cr -0.899 -2.126 -2.466
H -3.054 -2.848 -1.050

Atom charges from the Löwdin analysis, given in e for atoms 1 to 5: number 1, H, carries 0.096; number 2, H, carries 0.074; number 3, H, carries 0.086; number 4, H, carries 0.089; number 5, C, carries -0.027



# 8
This record from the Open Molecules 2025 dataset describes one molecule with the formula C5H8O. The level of theory is ωB97M-V/def2-TZVPD.

## Properties
SMILES string: C[C@H]1CCC1=O
Gap between HOMO and LUMO, eV: 10.45
LUMO energy, eV: 1.065
Energy above the lowest of the compared OMol25 structures with the same formula, charge and spin, eV: 0.978

Positions of all 14 atoms, in Å:
H -0.572 0.334 -1.847
H 0.343 -1.157 -2.189
C 0.310 -0.189 0.744
C 1.152 0.048 -0.502
C -0.621 -1.071 -0.126
H -1.692 -0.912 0.033
C 0.021 -0.473 -1.404
H -0.416 -2.143 -0.044
H 0.784 -0.659 1.612
H -0.238 1.840 0.135
H 0.234 1.724 1.817
C -0.306 1.199 1.025
O 2.250 0.495 -0.694
H -1.365 1.114 1.283

Atom charges from the Löwdin analysis, given in e for atoms 1 to 5: number 1, H, carries 0.117; number 2, H, carries 0.111; number 3, C, carries -0.270; number 4, C, carries -0.402; number 5, C, carries -0.138